1.
C20H22NOSW | the ωB97M-V functional and the def2-TZVPD basis

The calculation puts the LUMO energy at -11.471 eV. The calculation puts the HOMO-LUMO gap at 6.85 eV. The total charge is +3.

The geometry in XYZ format:
```
46
Properties=species:S:1:pos:R:3:forces:R:3
W -0.6504 -0.1380 0.5830 -0.134 0.318 -0.285
C -2.1365 3.8625 -0.1148 0.069 -0.019 0.066
C -1.2207 4.4180 0.7842 -0.061 -0.010 -0.058
C -0.3959 3.6300 1.5775 0.059 0.022 0.027
C -0.4539 2.2426 1.5080 -0.157 -0.063 -0.151
C -1.3791 1.6816 0.5386 0.193 -0.328 0.136
C -2.2128 2.4919 -0.2400 -0.066 0.018 -0.064
C 0.4027 1.4132 2.4276 0.030 0.131 0.084
C 1.0821 1.9503 3.5079 -0.040 0.041 -0.039
C 1.8722 1.1313 4.2938 0.044 -0.076 0.048
C 2.0003 -0.2430 4.0362 -0.065 0.063 -0.064
C 2.8007 -1.1025 4.8224 0.027 0.010 0.038
C 2.8664 -2.4367 4.5279 0.002 -0.023 -0.001
C 2.1306 -2.9600 3.4465 0.016 0.040 0.032
C 1.3431 -2.1475 2.6633 -0.069 0.049 -0.073
C 1.2761 -0.7825 2.9480 0.009 -0.084 0.026
N 0.4989 0.0671 2.1724 0.210 -0.205 -0.021
H -2.7674 4.5070 -0.7120 -0.006 -0.008 -0.007
H -1.1531 5.4954 0.8689 0.017 -0.002 0.013
H 0.2893 4.1225 2.2515 -0.008 0.009 -0.001
H -2.8996 2.0414 -0.9454 0.001 0.002 0.002
H 0.9907 2.9953 3.7561 -0.007 0.004 -0.018
H 2.4028 1.5587 5.1375 0.000 0.006 -0.005
H 3.3544 -0.6884 5.6555 0.001 -0.004 0.000
H 3.4782 -3.0974 5.1264 -0.001 -0.005 -0.004
H 2.1854 -4.0193 3.2323 0.002 -0.003 0.002
H 0.7682 -2.5657 1.8422 0.020 -0.041 0.019
C -3.6239 -1.6300 1.8699 -0.067 -0.019 0.019
S -2.2286 -1.7734 0.7386 0.038 0.077 -0.052
C -2.8187 -2.8963 -0.5422 -0.016 -0.018 -0.039
H -4.4779 -1.2375 1.3210 0.001 0.001 0.004
H -3.3480 -0.9621 2.6823 0.050 0.007 -0.019
H -3.8377 -2.6244 2.2585 0.004 0.003 0.005
H -3.1424 -3.8104 -0.0469 0.003 -0.001 0.000
H -2.0001 -3.1127 -1.2232 0.024 0.022 0.023
H -3.6490 -2.4264 -1.0657 -0.002 -0.009 0.001
C -0.3444 -0.7810 -3.6271 0.131 -0.018 -0.295
O -0.6845 -0.4482 -2.2343 0.016 -0.055 0.119
C 0.0131 -0.8486 -1.2321 -0.215 0.183 0.339
C 1.2055 -1.7094 -1.4049 0.031 -0.115 -0.022
H 0.5975 -0.3028 -3.8865 -0.005 0.012 0.056
H -1.1500 -0.3719 -4.2246 -0.035 0.010 0.062
H -0.2829 -1.8596 -3.7491 -0.032 0.000 0.069
H 0.9235 -2.6558 -1.8799 -0.011 0.011 0.006
H 1.6960 -1.9296 -0.4561 0.008 0.016 0.000
H 1.9319 -1.2290 -2.0688 -0.008 0.049 0.025
```
Positions in Å, forces in eV/Å.

2.
C20H23As2CoF3NO12S2 | the ωB97M-V functional and the def2-TZVPD basis

The calculation puts the LUMO energy (spin up / spin down) at 1.392 / 1.394 eV. The expectation value of S² is 0.84. The calculation puts the HOMO-LUMO gap (spin up / spin down) at 5.96 / 5.90 eV. The total charge is -1. Its spin multiplicity is 2.

The geometry in XYZ format:
```
64
Properties=species:S:1:pos:R:3:forces:R:3
Co 2.0326 1.9486 0.8715 -0.139 1.034 -0.842
O 2.8965 2.8767 2.7063 0.719 -0.087 0.361
S 2.5438 1.5231 3.1891 -1.179 0.999 1.019
O 2.7351 1.2793 4.5972 0.322 -0.188 0.135
O 3.1820 0.5331 2.2989 0.147 -0.257 -0.672
S 0.5548 1.4818 2.6554 0.089 -0.145 -0.325
C -3.6516 2.5805 -3.7077 -0.041 -0.095 -0.158
O -3.2281 1.8213 -2.5743 -0.123 -0.054 0.144
C -3.0898 0.4913 -2.7307 0.065 0.159 -0.458
O -3.1529 -0.0863 -3.7841 0.037 -0.056 0.146
C -2.6554 -0.1008 -1.4329 -0.581 -0.042 0.386
C -3.5029 -0.7545 -0.6252 0.838 0.231 -0.137
As -3.0411 -1.4894 1.1390 -0.415 -0.122 0.157
C -3.2606 0.2352 2.0666 0.200 -0.027 -0.043
C -1.0806 -1.4787 1.0836 0.201 1.115 -1.197
C -0.2837 -0.8834 0.1690 -1.337 -0.099 0.646
As -0.9221 0.6244 -0.9154 0.310 -0.031 -0.341
C -0.0454 0.2716 -2.6551 -0.080 -0.058 0.012
C 1.1643 -0.9360 0.1136 2.731 0.639 -0.459
O 1.8822 0.0388 -0.1293 -1.445 -0.797 0.060
O 1.8390 -2.0887 0.1136 -0.447 -0.504 -0.220
C 1.1615 -3.3436 0.0920 0.024 -0.233 -0.015
C -0.6081 -2.0137 2.3603 0.620 -0.831 1.238
O -1.3747 -2.4697 3.1865 -0.053 0.177 -0.194
O 0.7046 -1.9270 2.5690 -0.344 0.212 -0.353
C 1.1807 -2.2016 3.8842 0.110 0.052 0.337
C -4.9357 -0.7740 -0.9781 -0.543 -0.119 -0.005
O -5.4495 -0.2743 -1.9490 0.089 0.018 0.022
O -5.6717 -1.3675 -0.0102 0.157 0.020 0.007
C -7.0822 -1.2904 -0.1886 -0.116 0.076 -0.122
H -4.5160 3.1678 -3.4051 0.038 0.002 0.038
H -3.9184 1.9084 -4.5203 0.009 0.068 -0.024
H -2.8403 3.2403 -4.0118 0.007 -0.023 0.031
H -4.3210 0.4816 2.0899 -0.008 -0.027 0.010
H -2.7095 1.0078 1.5307 -0.039 0.052 0.087
H -2.8692 0.1555 3.0788 -0.022 -0.026 0.008
H -0.5856 -0.4814 -3.2258 0.044 -0.054 0.045
H 0.9779 -0.0475 -2.4754 0.037 0.053 0.035
H -0.0253 1.1987 -3.2255 0.021 0.062 0.116
H 0.9699 -3.6979 1.1031 0.052 0.027 -0.027
H 1.8321 -4.0405 -0.4071 0.009 0.058 -0.023
H 0.2193 -3.2864 -0.4514 0.058 -0.022 -0.040
H 2.0409 -1.5550 4.0417 -0.019 0.009 -0.090
H 1.4657 -3.2532 3.9668 -0.033 0.021 -0.069
H 0.4066 -1.9842 4.6162 0.032 0.030 -0.022
H -7.5277 -1.7302 0.6989 0.049 -0.031 -0.002
H -7.3873 -1.8329 -1.0836 0.010 -0.012 0.036
H -7.3925 -0.2504 -0.2945 -0.005 -0.030 0.014
F -0.1406 3.8217 0.2078 0.179 -0.044 -0.065
C 1.1484 3.4884 -0.1462 -0.100 -0.857 0.534
F 1.0408 3.2554 -1.5260 0.028 -0.084 0.103
F 1.8233 4.6708 -0.0798 0.083 -0.082 0.015
O 3.6498 2.3199 -0.3170 -0.412 0.129 0.096
N 4.4460 1.3055 -0.4703 0.300 -0.476 -0.011
C 4.3693 0.5611 -1.5913 -0.063 0.067 -0.092
C 5.2488 -0.4704 -1.8192 0.186 -0.066 0.080
C 6.2249 -0.7642 -0.8760 -0.160 0.130 0.020
C 6.2457 -0.0259 0.2981 0.098 -0.214 -0.205
C 5.3457 0.9986 0.4837 -0.037 0.149 0.197
H 3.5842 0.8496 -2.2725 -0.022 0.093 0.071
H 5.1650 -1.0407 -2.7332 -0.018 0.039 -0.024
H 6.9457 -1.5485 -1.0583 -0.022 -0.060 0.063
H 6.9561 -0.2472 1.0812 -0.006 0.066 0.028
H 5.2864 1.5994 1.3781 -0.088 0.067 -0.062
```
Positions in Å, forces in eV/Å.

3.
C20H23BF3N | the ωB97M-V functional and the def2-TZVPD basis

The calculation puts the LUMO energy at -0.301 eV. The calculation puts the HOMO-LUMO gap at 8.53 eV.

The geometry in XYZ format:
```
48
Properties=species:S:1:pos:R:3:forces:R:3
C 2.3645 0.8161 -0.4677 1.544 0.781 -0.087
C 1.1100 0.0946 -0.0608 -0.614 -2.887 -0.942
C 0.6507 0.3909 1.3628 0.354 0.400 1.149
C 0.4487 -0.6873 2.2622 0.612 0.738 0.206
C 0.8470 -2.0857 1.8479 -0.572 -0.277 -0.080
C 0.0226 -0.4350 3.5813 -0.271 -0.128 -0.880
C -0.1893 0.8557 4.0652 0.440 -0.261 0.057
C -0.7774 1.0069 5.4598 0.037 0.122 0.135
C 0.2762 1.9200 3.2772 -0.866 -0.782 0.013
C 0.6646 1.7105 1.9394 0.638 -0.494 0.486
C 1.2569 2.9342 1.2719 -0.462 0.250 -0.020
H 2.8450 0.1738 -1.2213 0.182 0.462 0.270
H 2.2520 1.8389 -0.9679 0.045 -1.504 1.060
H 3.0326 0.8676 0.4631 -0.737 0.094 -1.476
H 1.3454 -1.0815 -0.2072 -0.510 2.810 0.740
H 0.6017 -2.7825 2.6556 -0.042 0.004 -0.211
H 0.2400 -2.3219 0.9584 0.386 -0.465 0.306
H 1.9279 -2.2336 1.6141 -0.774 0.427 0.101
H -0.2114 -1.2923 4.2126 0.118 0.152 -0.029
H -0.9215 2.0725 5.7252 0.168 -0.579 -0.056
H -1.7697 0.5097 5.5268 0.610 0.286 -0.099
H -0.1118 0.5169 6.2082 -0.475 0.442 -0.425
H 0.2605 2.9267 3.7172 0.084 -0.382 -0.410
H 0.9578 3.8120 1.8704 0.014 -0.245 -0.523
H 2.3625 2.9696 1.2203 -0.625 -0.380 -0.036
H 0.8407 2.9923 0.2653 0.286 0.521 -0.078
C 0.0008 -1.0802 -4.6637 -0.169 -0.516 -0.013
N -0.3106 -0.7016 -3.2743 2.049 2.077 1.812
C 0.3529 0.2323 -2.5482 -0.996 0.857 -2.927
B 1.2937 1.2413 -3.5080 -0.567 -0.148 1.238
F 1.4541 2.4711 -2.8497 0.378 -0.387 -0.301
F 2.3971 0.3804 -3.5663 1.116 0.593 -0.776
F 0.6763 1.4677 -4.7395 0.364 -0.056 0.190
C -0.1064 0.3186 -1.1406 1.264 0.415 0.675
C -1.1639 -0.7077 -1.1844 -2.730 0.266 1.827
C -1.2797 -1.2869 -2.4570 0.337 0.303 0.724
C -2.2460 -2.1493 -2.8481 -1.030 -1.943 -0.048
C -3.2590 -2.4417 -1.9024 0.366 -0.110 -0.270
C -3.2475 -1.7849 -0.6724 -0.451 -0.221 1.407
C -2.2035 -0.8995 -0.2513 -0.337 -1.676 -2.983
H -0.4999 -2.0445 -4.7979 0.453 0.098 -0.193
H -0.3677 -0.3846 -5.4336 0.025 -0.113 0.730
H 1.0958 -1.1588 -4.7542 -0.598 -0.077 -0.025
H -0.3569 1.3525 -0.7496 -0.397 -0.954 -1.338
H -2.1478 -2.7310 -3.7928 -0.431 0.808 0.719
H -4.0323 -3.2057 -2.1385 0.620 0.820 0.240
H -4.0749 -2.0319 0.0539 0.969 0.466 -0.881
H -2.3011 -0.3445 0.6384 0.195 0.389 1.024
```
Positions in Å, forces in eV/Å.

4.
C20H23Br2NO2PSScTe | the ωB97M-V functional and the def2-TZVPD basis

The calculation puts the LUMO energy at -0.160 eV. The calculation puts the HOMO-LUMO gap at 6.18 eV.

The geometry in XYZ format:
```
52
Properties=species:S:1:pos:R:3:forces:R:3
Sc -0.5383 0.3525 0.0674 -1.288 -0.103 0.712
C -2.7829 3.0945 0.1924 0.454 0.289 1.781
C -1.3678 3.5790 0.0258 -0.902 0.244 0.236
C -1.0479 4.9616 0.0150 -1.586 -0.386 0.037
C 0.2134 5.3654 -0.1596 1.266 0.872 -0.085
C 1.2537 4.4075 -0.3170 1.151 1.004 -0.252
C 2.6736 4.6985 -0.5130 -1.461 -0.321 0.387
Br 3.3215 6.5305 -0.3467 -0.331 -1.260 -0.127
C 3.4916 3.6319 -0.7574 0.048 0.149 -0.416
C 3.0242 2.2993 -0.9446 -0.385 0.995 0.748
Br 4.2608 0.9698 -1.4205 0.005 -0.048 -0.003
C 1.7123 1.9783 -0.6416 1.534 -0.551 -0.159
O 1.2987 0.7197 -0.6206 -0.159 0.873 -0.076
C 0.8562 3.0759 -0.3265 -0.909 -1.224 -0.154
N -0.4532 2.6606 -0.1166 0.888 0.452 -0.339
H -3.4565 3.8594 0.6445 0.587 -0.516 -0.249
H -2.7133 2.1913 0.8649 -0.264 0.863 -0.521
H -3.1838 2.8190 -0.7510 -0.300 -0.298 -0.951
H -1.8686 5.6769 0.1110 0.331 -0.228 0.010
H 0.4071 6.4436 -0.2027 0.262 -0.524 0.062
H 4.5450 3.7856 -0.8434 0.518 0.166 -0.162
C -4.6606 0.5800 0.0954 0.390 0.291 -0.685
S -3.7479 -0.2535 -1.2405 -0.908 -1.112 0.369
C -3.7310 -1.8527 -0.3872 -0.151 0.573 0.061
O -2.2834 0.1272 -1.2303 0.766 0.519 0.361
H -3.9763 0.4861 0.9704 -0.602 0.451 -0.187
H -5.6076 0.0393 0.2194 0.338 -0.055 -0.011
H -4.8954 1.5971 -0.2848 0.290 -0.615 0.692
H -4.7117 -2.3222 -0.3919 -0.084 0.103 -0.034
H -3.3716 -1.6476 0.6268 -0.064 -0.003 0.010
H -3.0135 -2.4747 -0.8868 0.154 -0.185 -0.481
C 0.1557 -3.1323 -1.4431 -0.304 -0.654 0.267
P 0.1020 -2.3263 0.2016 0.464 -0.219 -0.414
C -1.1431 -3.4482 0.9310 -0.223 0.254 -0.513
C 1.7982 -2.8898 0.7006 -0.951 0.765 -0.588
C 2.8587 -2.0153 0.4786 0.948 0.296 0.114
C 4.1792 -2.4885 0.5047 0.192 0.257 0.585
C 4.4043 -3.8139 0.8327 -0.357 0.184 0.498
C 3.3270 -4.6592 1.0723 0.835 -0.743 -0.429
C 2.0287 -4.2307 0.9308 0.342 -0.187 0.122
H 0.9864 -2.8199 -2.0405 0.587 0.268 -0.239
H -0.7480 -2.9191 -1.9900 -0.465 0.098 -0.266
H 0.2112 -4.2173 -1.2797 0.067 0.189 -0.196
H -0.7506 -4.4152 1.1742 0.256 -0.488 0.229
H -1.9543 -3.5945 0.2105 0.444 -0.107 -0.039
H -1.6121 -2.9818 1.7667 -0.064 0.297 0.928
H 2.7402 -0.9480 0.2992 -0.449 -0.295 -0.057
H 5.0597 -1.8229 0.4114 -0.873 -0.266 -0.174
H 5.3996 -4.1769 1.0222 0.259 -0.089 -0.266
H 3.5618 -5.7035 1.2591 -0.260 0.059 0.150
H 1.2407 -4.9651 0.9535 -0.238 0.029 0.233
Te -1.4921 0.1887 2.5539 0.200 -0.064 -0.519
```
Positions in Å, forces in eV/Å.

5.
C20H23Br3IrN6O3S | the ωB97M-V functional and the def2-TZVPD basis

The calculation puts the LUMO energy (spin up / spin down) at -6.287 / -7.991 eV. The expectation value of S² is 0.76. The calculation puts the HOMO-LUMO gap (spin up / spin down) at 6.95 / 5.22 eV. The total charge is +2. Its spin multiplicity is 2.

The geometry in XYZ format:
```
57
Properties=species:S:1:pos:R:3:forces:R:3
Ir -0.7595 0.5126 -0.2712 -0.077 0.112 -0.096
N -1.0443 1.8954 1.3938 -0.006 -0.107 -0.010
C -2.3984 1.7486 1.9936 0.006 -0.037 0.001
C -3.3671 1.5179 0.8611 0.004 0.007 0.006
N -2.8237 0.3693 0.1052 0.052 -0.079 0.054
H -0.3405 1.7529 2.1116 0.015 -0.012 -0.016
H -0.9089 2.8458 1.0552 -0.041 -0.032 0.049
H -2.6584 2.6264 2.5832 -0.005 0.006 -0.008
H -2.3781 0.8819 2.6561 -0.005 0.002 0.003
H -3.4060 2.3808 0.1941 -0.017 -0.007 -0.008
H -4.3757 1.3101 1.2167 0.008 -0.005 0.023
H -3.3482 0.1739 -0.7449 0.003 0.066 -0.008
H -2.8494 -0.4863 0.6705 -0.026 -0.016 -0.020
Br -1.7986 -3.1854 2.9355 -0.027 -0.016 -0.007
C -0.2698 -2.1036 3.0420 0.066 0.034 0.016
C 0.6263 -2.2670 4.1171 -0.029 -0.030 0.009
C 1.7473 -1.4942 4.2295 0.023 0.025 -0.004
Br 2.9155 -1.7544 5.6812 -0.007 -0.006 0.003
C 2.0197 -0.4912 3.2646 -0.011 -0.011 -0.009
C 3.1258 0.3877 3.2858 -0.014 0.003 -0.012
C 3.2753 1.3265 2.2999 0.017 0.005 0.004
C 2.3208 1.4009 1.2725 -0.032 -0.052 -0.020
N 1.2795 0.6007 1.2318 0.194 0.008 0.165
C 1.1059 -0.3425 2.1956 -0.038 -0.019 -0.064
C -0.0412 -1.1660 2.0612 -0.004 0.005 -0.019
O -0.8427 -1.0367 1.0078 0.110 0.081 -0.109
H 0.4123 -3.0221 4.8611 0.002 0.002 0.000
H 3.8478 0.3096 4.0876 -0.003 -0.002 0.001
H 4.1136 2.0084 2.2962 0.000 -0.001 0.005
H 2.4236 2.1131 0.4622 -0.002 0.008 -0.011
Br 0.0711 4.1378 -0.6347 0.044 0.083 -0.078
C -0.9435 3.2214 -1.9300 0.002 -0.020 -0.002
C -1.4078 3.9539 -3.0124 0.017 0.007 -0.033
C -2.0273 3.2902 -4.0545 0.010 0.004 0.012
C -2.1174 1.9056 -4.0049 0.002 -0.014 0.010
C -1.6549 1.2551 -2.8855 -0.140 0.017 0.013
N -1.1205 1.9034 -1.8212 -0.091 -0.070 -0.063
C -1.6321 -0.2581 -2.8458 0.379 0.161 0.120
O -1.8358 -0.9005 -3.8390 -0.090 -0.115 -0.087
O -1.2750 -0.7901 -1.6933 -0.374 0.148 0.076
H -1.2567 5.0232 -3.0339 0.005 -0.001 0.004
H -2.3983 3.8424 -4.9073 0.003 -0.004 -0.002
H -2.5206 1.3128 -4.8142 -0.001 0.008 -0.003
C 0.8900 -3.5315 -2.7652 -0.007 0.033 0.001
N 0.9883 -2.0779 -2.5820 0.116 0.012 0.043
C 1.5684 -1.3765 -1.6333 -0.038 -0.137 -0.081
S 1.2991 0.3760 -1.6593 -0.046 -0.031 0.139
N 2.3590 -1.8558 -0.6881 0.002 0.050 0.049
C 2.8308 -3.2249 -0.4540 0.026 0.007 0.001
H 0.0967 -3.7025 -3.4865 -0.004 0.008 -0.007
H 0.6136 -4.0202 -1.8361 0.002 -0.004 0.002
H 1.8139 -3.9463 -3.1593 0.003 0.001 0.003
H 0.4123 -1.5263 -3.1999 0.042 -0.092 -0.062
H 2.7343 -1.1450 -0.0822 -0.009 0.018 0.036
H 3.2564 -3.6512 -1.3578 -0.008 -0.004 0.004
H 2.0368 -3.8604 -0.0704 -0.005 0.004 0.000
H 3.6162 -3.1674 0.2942 0.001 -0.002 -0.008
```
Positions in Å, forces in eV/Å.

| no. | strongest force on any atom (eV/Å) |
| --- | --- |
| 1 | 0.4 |
| 2 | 2.8 |
| 3 | 3.4 |
| 4 | 1.9 |
| 5 | 0.4 |